No. 1
Molecular formula: C12H14N3
Method: DFT, ωB97M-V/def2-TZVPD

Summary:
energy above the lowest of the compared OMol25 structures with the same formula, charge and spin	633.3	kJ/mol
gap between HOMO and LUMO	7.037	eV
E_HOMO	-0.3910	Ha
total charge	+1
E_tot	-17127.4467	eV

CARTESIAN COORDINATES (ANGSTROEM)
1 C 0.781 2.055 3.352
2 C -0.553 2.000 3.112
3 C 1.621 1.155 2.699
4 C -0.918 -2.062 -2.431
5 C -2.141 -2.236 -1.594
6 C -1.674 -1.539 0.670
7 C -1.059 1.236 2.115
8 C 1.005 0.161 1.914
9 C -0.901 -0.461 0.576
10 C -0.066 -1.121 -2.313
11 C 2.017 -0.414 -1.360
12 C 0.357 1.016 -2.911
13 N -2.464 -2.023 -0.403
14 N -0.355 0.247 1.567
15 N 0.788 -0.210 -2.212
16 H 1.082 2.687 4.214
17 H -1.265 2.654 3.653
18 H 2.717 1.448 2.731
19 H -0.992 -2.914 -3.167
20 H -2.984 -2.788 -2.086
21 H -2.203 -1.894 1.504
22 H -2.092 1.489 1.805
23 H 1.491 -0.769 1.609
24 H 1.975 -1.445 -0.989
25 H 2.719 -0.463 -2.152
26 H 2.407 0.301 -0.520
27 H 1.236 1.525 -3.156
28 H -0.134 0.644 -3.841
29 H -0.393 1.723 -2.386

Löwdin population analysis, charges in e, atoms 1 to 2: atom 1 (C): -0.083, atom 2 (C): -0.067

***

No. 2
Molecular formula: C12H15B2F17O6Sn
Method: DFT, ωB97M-V/def2-TZVPD

Summary:
energy above the lowest of the compared OMol25 structures with the same formula, charge and spin	0.0	kJ/mol
gap between HOMO and LUMO	6.952	eV
E_HOMO	-0.4025	Ha
E_tot	-78363.8733	eV

CARTESIAN COORDINATES (ANGSTROEM)
1 Sn -9.031 16.061 -6.459
2 B -7.140 14.196 -8.353
3 F -7.034 14.268 -6.941
4 F -5.916 14.055 -8.930
5 F -7.986 13.114 -8.616
6 F -7.808 15.407 -8.717
7 B -9.002 12.608 -4.915
8 F -7.765 13.228 -4.666
9 F -9.050 11.426 -4.200
10 F -10.062 13.486 -4.547
11 F -9.175 12.409 -6.285
12 C -6.987 14.155 -13.152
13 C -6.900 13.286 -11.890
14 O -6.910 11.929 -12.372
15 C -7.043 10.930 -11.514
16 O -7.185 11.025 -10.333
17 C -6.888 9.527 -12.171
18 F -6.651 9.572 -13.485
19 F -5.815 8.995 -11.576
20 F -7.942 8.751 -11.941
21 H -8.001 14.554 -13.192
22 H -6.685 13.653 -14.066
23 H -6.318 15.001 -12.986
24 H -7.695 13.502 -11.180
25 H -5.932 13.457 -11.419
26 C -4.667 16.322 -10.268
27 C -5.823 17.281 -10.348
28 O -5.460 18.481 -9.617
29 C -5.804 18.660 -8.377
30 O -6.477 17.916 -7.703
31 C -5.262 20.008 -7.807
32 F -6.247 20.917 -7.674
33 F -4.718 19.779 -6.628
34 F -4.384 20.552 -8.645
35 H -4.538 16.072 -9.216
36 H -3.721 16.696 -10.662
37 H -4.810 15.440 -10.894
38 H -6.848 17.015 -10.088
39 H -6.029 17.589 -11.377
40 C -10.631 10.850 -10.388
41 C -10.469 11.961 -9.374
42 O -11.765 12.494 -9.078
43 C -11.830 13.637 -8.469
44 O -10.860 14.263 -8.100
45 C -13.222 14.266 -8.437
46 F -13.825 13.897 -7.299
47 F -13.114 15.603 -8.408
48 F -14.015 13.915 -9.440
49 H -9.715 10.374 -10.728
50 H -11.116 11.263 -11.278
51 H -11.293 10.048 -10.057
52 H -9.770 12.703 -9.758
53 H -10.030 11.604 -8.441

Löwdin population analysis, charges in e, atoms 1 to 2: atom 1 (Sn): 1.901, atom 2 (B): -1.349

***

No. 3
Molecular formula: C12H15BeF9N2NaO12
Method: DFT, ωB97M-V/def2-TZVPD

Summary:
gap between HOMO and LUMO	8.961	eV
E_HOMO	-0.4828	Ha
total charge	+1
E_tot	-69490.4012	eV

CARTESIAN COORDINATES (ANGSTROEM)
1 Na -2.617 -2.624 -2.064
2 Be -1.073 0.342 -0.897
3 N -1.238 -1.322 -3.308
4 O -1.344 -0.633 -2.331
5 O -1.397 -2.510 -3.385
6 O -0.994 -0.713 -4.321
7 N -0.713 -2.016 -0.205
8 O 0.007 -2.956 0.041
9 O -0.405 -0.862 0.182
10 O -1.711 -2.134 -0.918
11 C 0.872 -3.311 -3.467
12 C 0.742 -2.378 -2.234
13 O 1.664 -1.312 -2.282
14 C 1.520 -0.067 -1.818
15 O 0.497 0.358 -1.287
16 C 2.847 0.726 -1.876
17 F 3.517 0.520 -3.057
18 F 2.694 2.052 -1.650
19 F 3.645 0.238 -0.867
20 H 0.226 -4.187 -3.514
21 H 1.888 -3.696 -3.558
22 H 0.775 -2.655 -4.332
23 H 0.963 -2.941 -1.327
24 H -0.268 -2.018 -2.035
25 C -2.102 3.270 3.440
26 C -1.756 2.446 2.197
27 O -1.684 1.136 2.590
28 C -1.912 0.159 1.829
29 O -2.073 0.204 0.641
30 C -1.728 -1.178 2.543
31 F -2.777 -1.987 2.440
32 F -0.625 -1.796 2.001
33 F -1.367 -0.930 3.818
34 H -3.084 2.947 3.786
35 H -2.097 4.253 2.969
36 H -1.451 3.163 4.307
37 H -0.809 2.612 1.684
38 H -2.566 2.594 1.482
39 C 2.009 -0.992 1.315
40 C 1.081 0.182 1.762
41 O 1.402 1.473 1.299
42 C 0.481 2.202 0.610
43 O -0.526 1.732 -0.043
44 C 0.852 3.685 0.556
45 F 2.033 4.091 1.026
46 F 0.964 3.950 -0.735
47 F -0.142 4.383 1.084
48 H 3.039 -0.724 1.548
49 H 1.987 -1.149 0.237
50 H 1.787 -1.926 1.832
51 H 0.926 0.233 2.839
52 H 0.041 0.067 1.454

Löwdin population analysis, charges in e, atoms 1 to 2: atom 1 (Na): 0.631, atom 2 (Be): 0.341

***

No. 4
Molecular formula: C12H15BrIN4O3
Method: DFT, ωB97M-V/def2-TZVPD

Summary:
gap between HOMO and LUMO	7.059	eV
E_HOMO	-0.4269	Ha
total charge	+1
E_tot	-102927.7571	eV

CARTESIAN COORDINATES (ANGSTROEM)
1 C 3.153 0.926 0.402
2 C 3.783 0.615 -0.961
3 Br 4.129 2.262 -1.938
4 C 2.950 -0.323 -1.882
5 C 1.917 -1.153 -1.174
6 C 2.264 -2.011 -0.159
7 N 1.336 -2.720 0.489
8 C 0.028 -2.641 0.207
9 C -0.382 -1.810 -0.797
10 C -1.842 -1.643 -1.142
11 C -2.324 -0.338 -0.496
12 O -1.689 0.174 0.382
13 I -4.121 0.562 -1.196
14 C 0.559 -1.055 -1.513
15 N 0.106 -0.204 -2.526
16 C 0.363 -0.511 -3.688
17 O 0.601 -0.802 -4.760
18 H 3.446 1.933 0.679
19 H 3.568 0.278 1.171
20 H 2.067 0.914 0.400
21 H 4.742 0.143 -0.786
22 H 2.508 0.284 -2.657
23 H 3.632 -0.997 -2.399
24 H 3.298 -2.108 0.130
25 H 1.633 -3.327 1.245
26 H -0.695 -3.208 0.767
27 H -1.900 -1.555 -2.220
28 H -2.437 -2.488 -0.810
29 C -4.170 2.821 2.824
30 O -4.947 3.334 2.043
31 N -4.141 3.143 4.153
32 N -3.259 1.876 2.427
33 H -3.509 2.732 4.813
34 H -4.797 3.832 4.471
35 H -3.264 1.628 1.456
36 H -2.606 1.434 3.044

Löwdin population analysis, charges in e, atoms 1 to 2: atom 1 (C): -0.131, atom 2 (C): -0.720

***

Number 1: largest force on an atom 3.738 eV/A. Number 2: largest force on an atom 3.839 eV/A. Number 3: largest force on an atom 14.511 eV/A. Number 4: largest force on an atom 1.444 eV/A.